1.
{"formula": "C13H37N13O8", "method": "wB97M-V/def2-TZVPD", "gap_ev": 8.1019, "smiles": "C=CC[C@@H](CNC)OC=O.NC(N)=O.NC(N)=O.NC(N)=O.NC(N)=O.NC(N)=O.NC(N)=O", "de_lowest_ev": 4.902, "symbols": ["C", "C", "C", "C", "C", "N", "C", "O", "C", "O", "H", "H", "H", "H", "H", "H", "H", "H", "H", "H", "H", "H", "H", "N", "C", "N", "O", "H", "H", "H", "H", "N", "C", "N", "O", "H", "H", "H", "H", "N", "C", "N", "O", "H", "H", "H", "H", "N", "C", "N", "O", "H", "H", "H", "H", "N", "C", "N", "O", "H", "H", "H", "H", "N", "C", "N", "O", "H", "H", "H", "H"], "coordinates": [[-1.16074, 2.39586, 2.14938], [-1.41335, 1.23105, 3.06294], [-0.24893, 0.61312, 4.09095], [-0.28840, -1.03140, 3.96716], [0.93718, -1.52428, 2.94801], [0.52311, -1.07066, 1.56210], [1.01518, -1.99623, 0.47156], [-0.26522, -1.72414, 5.26749], [-1.69745, -1.77747, 5.66810], [-2.15665, -1.12847, 6.74209], [-0.41507, 3.25091, 2.47202], [-1.70060, 2.51105, 1.11694], [-2.48451, 0.71329, 3.09707], [0.80925, 1.06119, 3.86934], [-0.59787, 0.88130, 5.18612], [-1.28873, -1.28947, 3.37984], [1.01364, -2.69524, 2.96063], [1.91984, -1.03613, 3.35416], [0.74266, -0.06723, 1.37993], [0.06165, -2.56330, 0.04318], [1.71701, -2.85295, 0.90189], [1.50363, -1.45259, -0.45050], [-2.42594, -2.37954, 4.94844], [-3.71224, 5.76635, -0.58024], [-3.21352, 4.66067, -1.16175], [-2.24975, 4.89378, -2.07099], [-3.60376, 3.53693, -0.88691], [-3.40381, 6.69993, -0.79340], [-4.43992, 5.63523, 0.11030], [-1.84736, 4.08842, -2.53225], [-1.91518, 5.81175, -2.31074], [-2.74430, -4.92701, 2.18158], [-2.57074, -3.63770, 1.83958], [-2.71345, -3.38392, 0.52614], [-2.30519, -2.76844, 2.65473], [-2.96330, -5.65693, 1.52477], [-2.64558, -5.16101, 3.16089], [-2.59097, -2.42558, 0.22636], [-2.93194, -4.08625, -0.16022], [3.33250, -4.84871, 4.09594], [3.78728, -5.00430, 2.83960], [4.04648, -6.27808, 2.49291], [3.95158, -4.06594, 2.07601], [3.19082, -5.60903, 4.73935], [3.12509, -3.90541, 4.39713], [4.39067, -6.43921, 1.55544], [3.91751, -7.06393, 3.10766], [-3.73944, 5.39267, -4.98828], [-3.56589, 6.68198, -5.33028], [-3.70860, 6.93576, -6.64372], [-3.30034, 7.55124, -4.51513], [-3.95845, 4.66275, -5.64509], [-3.64072, 5.15867, -4.00897], [-3.58611, 7.89410, -6.94350], [-3.92709, 6.23343, -7.33008], [6.51191, -8.47202, -0.10450], [5.32500, -8.43774, -0.73655], [5.16169, -9.39188, -1.67082], [4.46580, -7.60819, -0.48312], [7.23183, -9.14722, -0.29935], [6.67558, -7.77095, 0.60631], [4.28202, -9.40157, -2.17020], [5.85745, -10.08351, -1.89362], [0.83057, 9.12971, -6.10483], [1.23916, 8.15355, -5.27443], [0.24536, 7.41429, -4.74932], [2.41613, 7.95461, -5.01798], [-0.13387, 9.30894, -6.32816], [1.54713, 9.70961, -6.52173], [0.50978, 6.66867, -4.11890], [-0.72951, 7.56284, -4.94846]], "forces_ev_per_a": [[-0.616, -2.851, 2.482], [1.241, 2.908, -1.971], [-1.737, 0.390, 0.473], [-0.125, 0.657, -2.635], [-1.041, 0.303, 1.115], [1.409, -0.505, 0.314], [-0.618, -1.149, -0.634], [-3.707, 0.750, -0.076], [-1.150, 3.241, 4.538], [3.203, -4.309, -6.759], [-0.999, -2.335, -0.987], [0.454, 0.043, 2.545], [2.728, 0.750, -0.616], [-2.105, -0.814, 0.396], [0.924, -0.524, -2.034], [2.352, 0.471, 1.423], [-0.144, 2.329, 0.001], [-1.506, -1.031, -0.858], [-0.062, -1.363, 0.322], [1.944, 1.049, 0.721], [-1.172, 2.042, -1.034], [-0.763, -0.975, 2.031], [1.842, 1.232, 1.309], [-0.755, 0.825, 0.779], [-0.457, -0.651, 0.578], [1.060, -0.197, -1.343], [0.020, -0.088, -0.100], [-0.054, -0.152, -0.008], [0.301, 0.061, -0.262], [-0.057, 0.292, 0.249], [-0.061, -0.053, 0.051], [-0.093, -1.184, 0.862], [0.074, 0.291, 0.016], [-0.076, 0.724, -1.076], [-0.294, -0.174, 0.161], [0.062, 0.161, 0.123], [-0.035, 0.040, -0.410], [0.000, -0.315, 0.093], [0.065, 0.129, 0.161], [-0.558, 0.685, 1.364], [0.155, 0.380, -0.535], [0.503, -1.054, -0.652], [-0.039, 0.146, -0.030], [0.024, 0.161, -0.146], [0.046, -0.364, -0.067], [-0.256, -0.134, 0.032], [-0.017, 0.187, -0.123], [-0.059, -0.991, 0.663], [-0.082, -0.090, 0.235], [0.021, 0.799, -1.259], [0.374, 0.324, 0.277], [0.016, 0.161, 0.110], [-0.032, -0.018, -0.234], [-0.110, -0.388, 0.070], [0.037, 0.130, 0.145], [1.085, 0.305, 0.948], [-0.405, 0.414, 0.096], [-0.619, -0.811, -1.046], [-0.105, 0.109, 0.182], [-0.144, 0.144, 0.035], [0.015, -0.266, -0.293], [0.361, -0.012, 0.177], [-0.135, 0.156, 0.046], [-0.037, 1.219, -1.043], [0.860, -0.254, 0.286], [-0.769, -1.059, 0.734], [0.032, 0.023, -0.021], [0.179, -0.042, 0.097], [-0.306, -0.231, 0.173], [-0.074, 0.323, -0.277], [-0.015, 0.033, 0.116]]}

2.
{"formula": "C16H9F6I2N3O8S6Y", "method": "wB97M-V/def2-TZVPD", "gap_ev": 5.9474, "charge": -1, "symbols": ["Y", "I", "C", "C", "C", "I", "C", "C", "C", "C", "N", "C", "C", "O", "H", "H", "H", "H", "F", "C", "F", "F", "S", "O", "O", "N", "S", "O", "O", "C", "F", "F", "F", "O", "C", "S", "C", "C", "S", "S", "S", "N", "C", "C", "O", "O", "H", "H", "H", "H", "H"], "coordinates": [[0.12499, -0.05501, -0.23893], [4.83418, 1.30556, -2.46997], [4.25356, -0.57018, -1.80236], [5.14396, -1.64967, -1.92808], [4.81192, -2.90838, -1.50890], [6.20639, -4.44237, -1.73767], [3.53430, -3.14808, -0.93417], [3.06955, -4.40179, -0.48220], [1.81139, -4.51851, 0.03595], [0.99964, -3.37572, 0.11445], [1.39994, -2.19176, -0.28692], [2.65020, -2.05728, -0.80845], [2.99500, -0.71881, -1.23559], [2.13608, 0.21970, -1.07828], [6.11428, -1.46465, -2.36906], [3.72034, -5.26296, -0.55684], [1.42897, -5.46739, 0.38475], [-0.00265, -3.43568, 0.51494], [-3.30082, -3.45573, -2.52129], [-3.32624, -3.46553, -1.18785], [-4.52766, -3.87537, -0.78871], [-2.40958, -4.32591, -0.74899], [-2.97700, -1.77244, -0.54640], [-1.59561, -1.54670, -0.94613], [-3.95150, -0.94561, -1.20854], [-3.19982, -1.98589, 0.96406], [-2.18670, -1.62015, 2.12746], [-2.75807, -0.78058, 3.11468], [-0.83912, -1.38233, 1.65059], [-2.05967, -3.27164, 2.94104], [-1.24689, -3.17695, 3.99008], [-1.56516, -4.19073, 2.10383], [-3.25405, -3.68275, 3.35836], [-2.08281, 4.01714, 5.35974], [-1.74080, 3.38891, 4.38535], [-0.07287, 2.93869, 4.03165], [-0.36365, 2.14541, 2.48887], [-1.64249, 2.11566, 2.06893], [-2.22347, 1.39800, 0.58667], [-2.84165, 2.86377, 3.11053], [1.05499, 1.53426, 1.65893], [-3.00427, 1.43111, -2.40962], [-2.13947, 0.88783, -3.50542], [-0.78088, 0.62106, -2.82813], [-0.13815, -0.38714, -3.09297], [-0.53570, 1.45705, -1.90665], [-3.46726, 0.66158, -1.90332], [-3.70432, 2.09594, -2.72140], [-2.36951, 1.87111, -1.69848], [-2.04980, 1.62328, -4.30233], [-2.58414, -0.02886, -3.88033]], "forces_ev_per_a": [[-0.150, 0.639, 0.122], [-0.023, 0.079, -0.009], [0.076, -0.122, 0.028], [0.011, 0.025, -0.015], [-0.142, 0.125, 0.037], [0.055, -0.061, -0.010], [0.109, -0.072, -0.033], [-0.005, 0.022, -0.012], [-0.031, 0.062, 0.000], [-0.047, -0.034, -0.017], [0.131, -0.117, 0.007], [0.006, -0.018, -0.040], [-0.077, -0.057, 0.006], [0.287, 0.048, 0.028], [0.002, -0.025, 0.000], [-0.008, -0.013, 0.005], [0.007, -0.007, 0.003], [0.029, -0.008, -0.006], [0.038, 0.037, 0.040], [-0.057, 0.002, -0.058], [0.028, 0.022, -0.008], [-0.014, 0.059, 0.002], [0.216, -0.309, 0.231], [-0.184, -0.048, -0.216], [-0.153, -0.019, 0.000], [-0.174, 0.068, -0.023], [-0.065, -0.038, -0.127], [-0.001, 0.001, 0.124], [0.125, -0.053, 0.066], [0.003, 0.047, 0.078], [0.001, -0.002, -0.037], [-0.022, -0.001, -0.022], [0.013, 0.013, -0.037], [-0.009, -0.100, 0.049], [0.003, 0.209, -0.116], [-0.001, -0.059, 0.023], [-0.038, -0.099, -0.058], [0.116, -0.056, 0.033], [-0.102, -0.048, 0.083], [-0.008, -0.045, 0.041], [0.051, 0.157, 0.201], [-0.023, 0.107, -0.220], [-0.155, 0.010, 0.185], [-0.089, -0.171, -0.103], [0.034, -0.160, -0.207], [0.270, -0.061, -0.025], [-0.125, -0.084, 0.010], [-0.008, 0.008, 0.038], [0.008, 0.155, -0.032], [0.017, 0.020, 0.046], [0.075, -0.024, -0.057]]}

3.
{"formula": "C9H19O5P", "method": "wB97M-V/def2-TZVPD", "gap_ev": 10.7166, "smiles": "O=[PH2]COC(=O)C[C@@H]1CO1.CCOCC", "de_lowest_ev": 1.634, "symbols": ["O", "P", "C", "O", "C", "O", "C", "C", "C", "O", "H", "H", "H", "H", "H", "H", "H", "H", "H", "C", "C", "O", "C", "C", "H", "H", "H", "H", "H", "H", "H", "H", "H", "H"], "coordinates": [[3.64117, 2.42486, 0.04065], [3.19796, 2.28764, -1.36029], [1.39188, 2.34455, -1.57674], [0.81357, 1.05558, -1.37846], [-0.03944, 0.64225, -2.34758], [0.31192, 0.48695, -3.47502], [-1.45289, 0.38884, -1.89611], [-1.82020, 1.32959, -0.75011], [-2.95897, 2.24062, -1.01247], [-1.51802, 2.65042, -1.01944], [3.57954, 1.07033, -1.95175], [3.67643, 3.31465, -2.19671], [1.09437, 2.80005, -2.51788], [1.02322, 3.00529, -0.79391], [-1.57160, -0.62599, -1.52372], [-2.11627, 0.61884, -2.71921], [-1.71858, 0.93861, 0.25599], [-3.35725, 2.15462, -2.01182], [-3.29859, 2.97498, -0.30238], [0.13094, -1.19864, 3.51017], [-0.94762, -1.61867, 2.52667], [-0.61334, -1.38629, 1.16990], [0.54222, -2.05412, 0.68770], [0.46340, -3.56877, 0.76902], [0.37009, -0.14205, 3.38619], [-0.21180, -1.36282, 4.53203], [1.05258, -1.76542, 3.37455], [-1.84959, -1.03248, 2.70513], [-1.22124, -2.66878, 2.67978], [1.43842, -1.68396, 1.19614], [0.63243, -1.75106, -0.35585], [0.38113, -3.92129, 1.79771], [1.36016, -4.01211, 0.33593], [-0.40606, -3.93619, 0.22192]], "forces_ev_per_a": [[0.092, 0.021, 0.225], [0.085, -0.103, 0.465], [0.164, 0.178, 0.025], [-0.210, 0.198, 0.525], [-0.215, -0.311, -0.286], [0.239, 0.136, -0.612], [-0.062, 0.554, 1.405], [-1.014, -0.832, 0.305], [2.114, 1.008, -0.279], [0.077, 0.191, -0.699], [-0.056, 0.118, -0.333], [-0.055, -0.118, -0.257], [0.070, -0.220, -0.308], [-0.046, 0.026, 0.174], [-0.007, -0.269, -0.321], [0.046, -0.416, -0.387], [0.527, 0.172, 0.072], [-0.445, 0.373, 0.000], [-1.275, -0.779, 0.371], [0.079, 0.020, -0.090], [-0.004, -0.051, 0.150], [-0.115, 0.084, -0.183], [0.107, -0.023, -0.017], [-0.127, 0.010, 0.067], [-0.008, 0.014, 0.012], [-0.027, 0.012, 0.003], [-0.022, -0.047, 0.038], [-0.016, 0.016, -0.062], [0.044, -0.009, -0.003], [-0.013, -0.016, 0.033], [-0.018, 0.052, -0.001], [0.074, 0.001, 0.010], [0.006, 0.014, -0.020], [0.010, -0.006, -0.024]]}

4.
{"formula": "CH4N2O2S", "method": "wB97M-V/def2-TZVPD", "gap_ev": [9.0556, 8.4633], "de_lowest_ev": 0.650, "multiplicity": 3, "symbols": ["C", "N", "N", "O", "O", "S", "H", "H", "H", "H"], "coordinates": [[0.03626, -0.95017, 0.01127], [1.17170, 2.91707, 0.07159], [1.10299, -0.28234, -0.76045], [1.30533, 1.90395, 0.73536], [3.01818, -0.99027, 0.70861], [2.61658, -0.16500, -0.40895], [-0.62051, -1.50518, -0.65058], [0.22408, -1.43253, 0.98742], [-0.62492, -0.02117, 0.12235], [0.28858, 3.36350, 0.19224]], "forces_ev_per_a": [[-0.815, 2.705, -0.284], [0.764, -0.637, 0.059], [2.369, -0.423, -0.025], [0.210, 0.341, 0.526], [0.852, 0.074, 0.553], [-3.600, -1.398, -0.565], [0.469, -0.653, -0.150], [0.353, 0.220, -0.716], [0.547, -1.216, 0.711], [-1.149, 0.987, -0.109]]}

For reference, total energy by record: -1831.3058, -5003.7153, -1071.7921, -698.4974 Ha.